48
Properties=species:S:1:pos:R:3:mulliken_charge:R:1 method="wB97M-V/def2-TZVPD" orbital_gap_ev=7.81 e_tot_ev=-53488.2824 de_lowest_ev=0.0871 smiles="O=C(Nc1ccc(Oc2ncnc3sccc23)c(F)c1)c1cccn(-c2ccc(F)cc2)c1=O" fmax_ha_per_bohr=0.07460 e_lumo_ev=-0.68
O -0.818 -2.740 0.697 -0.71
O 2.705 -0.706 1.156 -0.82
F 9.010 -0.130 1.681 -0.31
F -4.661 -0.279 -0.419 -0.33
N -5.045 2.816 0.102 -0.42
N -6.952 4.242 0.072 -0.62
O -4.134 2.075 -1.956 -0.44
S -8.093 4.975 -2.359 -0.20
C 0.180 -2.005 0.725 0.61
C 2.749 -1.930 1.106 0.94
C -7.334 4.257 -3.780 -0.25
C 1.598 -4.061 0.786 -0.29
C 2.876 -4.724 0.833 -0.81
C 1.490 -2.660 0.882 -0.34
C -6.218 3.525 -3.440 -0.79
C 4.043 -3.994 1.046 -0.10
C -6.003 3.496 0.693 -0.26
C -5.046 2.812 -1.235 0.75
C -6.949 4.201 -1.248 0.16
C 7.568 -1.574 0.560 -0.52
C 6.707 -0.371 2.486 -0.63
C -1.841 1.922 -1.290 -0.64
C -0.800 1.272 -0.636 -0.79
C -2.348 -0.397 0.101 -0.39
C 6.303 -2.179 0.409 -0.50
C 5.447 -0.995 2.340 -0.19
C 7.760 -0.654 1.576 0.28
C -3.408 0.270 -0.514 0.63
C -3.149 1.429 -1.242 0.39
C -6.013 3.471 -1.967 0.57
C -1.038 0.074 0.045 0.04
C 5.229 -1.862 1.289 -0.01
N 0.088 -0.655 0.512 -0.06
N 4.001 -2.575 1.191 0.20
H -7.706 4.299 -4.796 0.45
H 0.683 -4.627 0.624 0.48
H 2.895 -5.805 0.676 0.37
H -5.606 3.003 -4.195 0.37
H 4.984 -4.539 1.155 0.45
H -6.063 3.446 1.777 0.38
H 8.360 -1.838 -0.090 0.47
H 6.822 0.325 3.312 0.39
H -1.633 2.805 -1.847 0.44
H 0.167 1.672 -0.694 0.44
H -2.595 -1.284 0.652 0.52
H 6.153 -2.881 -0.385 0.46
H 4.655 -0.802 3.031 0.42
H 0.979 -0.121 0.578 0.21